No. 1
Molecular formula: C9H21N3O3
Method: DFT, ωB97M-V/def2-TZVPD

XYZ file:
```
36
Properties=species:S:1:pos:R:3:forces:R:3
H -1.312 1.258 -0.176 0.54 0.13 0.41
H -2.530 -1.753 -2.634 0.78 0.17 -0.36
H -0.165 3.680 5.216 -0.47 0.01 0.03
H -2.257 4.516 5.404 -0.06 0.23 -0.41
C -0.723 0.104 -2.281 -0.37 0.43 -1.24
H 1.597 -2.733 -3.943 0.14 -0.18 0.02
H -3.072 -1.924 -1.125 0.72 -0.14 1.16
H -2.481 1.078 3.688 -0.12 -0.29 -0.41
N 3.393 -2.600 -2.818 -1.55 3.46 -1.66
C 3.173 -3.795 -2.283 1.31 0.06 1.29
O -0.717 -0.285 -3.443 0.57 0.18 1.19
C -2.383 1.969 3.067 1.09 1.35 0.76
N -1.610 -0.326 -1.361 -1.70 -0.89 0.75
H -1.592 1.910 2.320 0.08 -0.45 0.17
H 5.232 -1.587 -3.070 0.07 -0.31 -0.11
N -1.863 3.006 4.073 0.24 -1.52 -1.97
H -3.294 2.279 2.555 -0.09 0.13 0.66
H -1.220 -2.287 -1.529 -0.82 -1.02 0.24
C 2.378 -2.009 -3.712 -0.11 -0.32 -0.10
H -0.382 1.921 5.102 -0.34 -0.15 0.24
H -1.064 -0.315 0.667 -0.21 0.07 0.41
C -2.130 -1.695 -1.622 -0.26 1.16 -0.80
O -3.958 3.947 4.427 2.62 -0.55 -0.57
H 4.208 -0.606 -2.137 -1.53 0.02 -0.59
H 0.327 2.774 3.816 -0.63 0.14 -0.79
H 2.259 -4.262 -2.681 0.17 -0.39 0.14
C -0.465 2.863 4.560 -0.35 0.24 0.38
H 1.850 -1.155 -3.288 0.24 0.07 0.32
H -2.688 0.476 0.378 -0.34 -0.85 -0.31
H 4.818 -1.941 -1.399 0.08 -0.75 -0.21
H -0.037 0.871 -1.891 0.06 0.20 -0.16
C 4.403 -1.653 -2.365 1.55 -0.53 0.75
O 3.938 -4.220 -1.435 -0.69 -1.04 0.06
C -2.721 3.919 4.604 -1.97 0.88 1.96
H 2.784 -1.676 -4.668 0.31 -0.09 0.06
C -1.697 0.251 -0.017 1.05 0.53 -1.31
```
Forces are in eV/Å.

The value obtained for the highest occupied orbital energy (alpha / beta) is -10.7 / -10.7 eV. Its spin multiplicity is 2. As for the net charge: +1. For the orbital gap (alpha / beta), the calculation gives 6.35 / 1.48 eV. As for the expectation value of S²: 0.7887. For the energy, the calculation gives -20275.358 eV.

No. 2
Molecular formula: C9H21N3O3Rb
Method: DFT, ωB97M-V/def2-TZVPD

XYZ file:
```
37
Properties=species:S:1:pos:R:3:forces:R:3
O -13.494 2.278 -1.017 0.12 -2.62 0.23
H -11.128 0.670 -9.047 -0.51 -0.32 -0.07
H -7.632 6.959 -5.932 -0.16 0.62 0.21
H -9.631 0.719 -8.290 -0.03 0.09 0.96
C -6.869 7.594 -6.382 -1.16 0.00 -1.79
H -14.139 1.006 -3.259 -0.14 0.40 0.91
C -14.352 0.065 -2.752 0.96 -0.62 -0.42
C -11.092 2.137 -7.457 2.31 -2.54 0.31
N -14.079 0.029 -1.291 -1.45 0.49 -3.08
C -5.077 6.264 -5.293 2.74 0.47 -1.03
H -13.632 3.756 -6.648 0.12 -0.21 0.86
H -12.906 1.480 1.286 -0.45 -0.12 0.38
H -13.696 -0.156 1.272 -0.48 0.27 -0.39
H -3.077 5.398 -4.751 -0.54 0.18 0.33
H -6.866 7.368 -7.448 -0.05 -0.71 -0.29
H -7.013 8.670 -6.483 -0.70 0.02 1.04
H -3.181 6.275 -6.240 0.16 0.39 0.00
H -12.859 4.814 -7.608 0.90 0.02 -0.51
H -12.848 2.184 -8.323 -0.28 0.68 0.04
N -12.224 2.738 -7.755 -0.32 1.40 0.18
H -11.944 4.241 -6.180 0.03 -0.59 -0.36
O -5.674 5.279 -5.044 -2.73 -3.15 1.21
Rb -9.266 3.904 -2.230 -0.04 -0.06 -0.22
O -10.316 2.443 -6.580 0.63 2.09 1.64
H -15.316 -0.270 -3.137 -0.27 0.02 0.82
C -13.190 0.613 0.689 2.23 0.98 1.73
H -13.621 -0.594 -3.220 0.00 -0.33 -0.03
H -14.381 -0.779 -0.767 0.27 0.15 -0.22
H -11.132 0.080 -7.369 0.57 -0.39 -0.17
H -12.218 0.193 0.430 0.28 -0.37 0.24
H -4.917 8.075 -5.992 -0.24 0.06 -0.10
H -3.304 7.205 -4.690 0.76 -0.09 -0.09
C -3.535 6.275 -5.209 -0.81 0.67 -0.14
C -12.615 3.951 -6.988 -1.92 -0.51 -0.87
N -5.613 7.361 -5.832 2.62 1.53 0.76
C -10.692 0.802 -8.056 -1.50 0.33 -1.84
C -13.621 1.090 -0.624 -0.92 1.76 -0.21
```
Forces are in eV/Å.

The value obtained for the highest occupied orbital energy is -11.6 eV. As for the net charge: +1. For the orbital gap, the calculation gives 8.05 eV. For the energy, the calculation gives -20936.244 eV.

No. 3
Molecular formula: C9H21N6
Method: DFT, ωB97M-V/def2-TZVPD

XYZ file:
```
36
Properties=species:S:1:pos:R:3:forces:R:3
H -1.879 0.096 -1.872 -0.26 0.19 -0.77
N -1.850 -0.370 -0.989 -0.90 -0.17 0.37
H -3.121 0.219 2.094 1.21 -0.05 0.05
N -0.616 -2.955 -0.124 -0.66 3.78 -1.34
H 2.700 1.080 -2.090 -0.23 0.51 1.43
H -4.788 0.756 0.209 0.11 -0.68 -0.12
N -0.553 -0.592 -0.704 2.39 0.05 0.69
C 2.836 0.275 -0.008 0.75 -1.00 -0.69
N 1.259 -1.511 0.202 0.05 -1.26 0.74
H -0.300 -3.721 0.374 1.17 -1.59 1.14
H -4.384 -0.968 -0.364 0.02 0.87 0.31
C -0.007 -1.750 -0.143 -0.97 -0.44 -0.82
C 2.960 0.667 1.431 3.61 0.23 1.13
H -4.261 0.419 -1.390 -0.21 0.46 -1.33
N 1.497 -0.259 -0.136 4.21 -4.56 1.32
H 3.571 -1.188 -1.414 0.67 1.21 0.02
H -2.292 2.173 -0.952 0.26 1.64 -4.68
H -1.568 2.199 0.536 1.66 -0.09 0.83
C -4.113 0.117 -0.389 -2.38 -1.05 0.17
H 3.886 1.912 -1.049 -1.00 -0.16 0.33
C -2.392 -0.226 1.383 -3.85 -0.69 -0.51
N 0.491 0.424 -0.533 -7.47 2.66 -1.88
H 4.078 0.913 1.720 -2.20 0.09 -0.85
H -1.535 -3.022 -0.565 0.27 0.20 0.19
H 2.130 2.058 -0.631 -1.43 2.17 -0.04
H 2.748 -0.085 2.178 -0.42 -0.71 -0.33
H 3.950 -1.847 -0.006 -0.32 1.71 1.14
H 2.310 1.465 1.599 -0.76 1.69 0.64
C 3.854 -0.791 -0.405 0.52 -1.32 -1.34
C -2.756 0.347 0.025 3.75 0.84 0.35
C -2.398 1.888 -0.018 -3.04 -2.30 4.56
H -3.240 2.415 0.491 0.42 -0.17 -0.70
H -1.402 -0.043 1.440 3.15 1.09 1.55
H -2.502 -1.315 1.482 -0.34 0.11 -0.37
C 2.864 1.456 -1.029 2.74 -2.25 -0.73
H 4.822 -0.234 -0.353 -0.54 -0.99 -0.47
```
Forces are in eV/Å.

The value obtained for the highest occupied orbital energy (alpha / beta) is -10.7 / -13.6 eV. Its spin multiplicity is 3. As for the net charge: +1. For the orbital gap (alpha / beta), the calculation gives 8.06 / 6.12 eV. As for the expectation value of S²: 2.0137. For the energy, the calculation gives -18601.157 eV.

No. 4
Molecular formula: C9H21O3P
Method: DFT, ωB97M-V/def2-TZVPD

XYZ file:
```
34
Properties=species:S:1:pos:R:3:forces:R:3
O -1.759 0.315 -1.180 3.97 0.98 3.39
H 1.556 -2.752 -0.711 2.29 0.10 -1.91
H -1.177 -3.157 0.096 0.04 -0.10 -0.80
H 0.664 2.301 2.165 -0.08 -0.74 0.98
C -0.503 -2.702 -0.654 -0.29 2.30 5.37
H 2.895 -0.406 -3.437 4.35 -1.86 1.05
C 1.432 0.641 -2.425 2.82 1.00 0.89
P -0.564 0.728 -0.165 -3.86 -0.67 -0.85
C 2.025 -0.016 -3.669 -6.72 1.58 0.04
H 0.433 1.013 -2.412 -0.70 0.57 -1.12
H -2.597 2.466 2.546 0.96 -0.84 0.10
H 1.880 0.615 0.005 0.18 0.12 1.52
H -1.877 -0.117 3.275 0.63 -0.58 -0.96
H 2.099 0.784 -4.411 -0.25 -0.77 -0.53
H -1.267 -1.192 1.817 0.91 0.67 0.91
C -1.957 2.250 1.649 -0.60 -1.98 3.33
H -0.372 -3.192 -1.488 0.43 -3.39 -4.18
O 1.377 -0.447 -1.497 1.02 -1.02 -1.10
H -0.276 1.515 3.561 1.12 -0.28 -0.04
H -0.967 -1.799 -0.992 -0.14 0.89 0.14
H 1.010 -3.255 0.698 0.37 -2.33 3.09
C 0.884 -2.525 0.025 -3.01 2.04 -2.14
C 0.237 1.351 2.599 -2.78 2.82 -2.51
C -1.659 -0.218 2.172 -0.95 -0.52 0.83
H -2.696 2.087 0.987 -2.45 -0.51 -2.91
H 2.172 1.549 -2.166 -1.45 -1.87 0.40
C 1.126 -0.138 -0.205 -1.73 -0.44 0.29
H -2.617 -0.361 1.741 -1.44 0.51 -0.53
C -1.012 1.056 1.669 0.79 -0.61 -0.27
H 1.226 -0.837 -3.729 1.42 0.91 -1.41
O 1.090 -1.284 0.652 1.03 1.65 -0.29
H -1.540 3.153 1.487 1.93 2.87 -0.96
H 0.883 0.574 2.403 1.71 -1.80 0.79
H -0.146 1.996 -0.406 0.49 1.29 -0.58
```
Forces are in eV/Å.

The value obtained for the highest occupied orbital energy is -9.1 eV. For the orbital gap, the calculation gives 9.87 eV. As for the SMILES: CCOC(OCC)[P@@H](=O)C(C)(C)C. For the energy, the calculation gives -25101.159 eV.

No. 5
Molecular formula: C9H22AgBClINO5P2S2
Method: DFT, ωB97M-V/def2-TZVPD

XYZ file:
```
45
Properties=species:S:1:pos:R:3:forces:R:3
I -0.600 -2.583 3.079 0.00 -0.22 -0.14
B -1.187 -0.153 -1.763 -0.03 -0.61 -0.21
H 0.757 -2.279 -1.157 0.00 -0.07 -0.73
C 3.343 2.200 0.970 -0.02 -0.40 0.19
S -4.231 -1.090 -0.049 0.06 0.10 -0.23
H 4.435 2.264 -0.820 0.39 0.48 -0.58
O -1.328 -0.144 -3.125 -0.55 -1.43 -0.62
N -1.671 -1.313 -1.037 0.79 -0.24 0.18
H 2.373 2.487 0.630 -0.82 0.42 -0.18
H 4.860 0.924 0.202 0.50 -0.34 0.07
H 2.898 -2.317 0.386 0.01 -0.60 0.05
H -2.923 0.187 -4.337 -0.45 -0.26 -0.57
H 3.235 1.565 1.830 -0.15 -0.39 0.43
H -3.801 -1.713 2.650 -0.08 0.07 0.24
H -1.539 3.021 3.294 0.25 -0.10 0.43
H 3.082 -0.855 1.272 0.10 0.43 0.70
H -1.943 1.587 -4.048 -1.09 -0.62 -0.60
C -0.941 -1.983 0.077 -0.46 0.50 -0.20
C -2.126 0.749 2.138 0.57 0.25 0.62
H 3.884 3.066 1.282 0.37 0.67 0.21
C -2.377 0.664 -3.554 0.71 0.55 -0.35
S -2.462 3.438 0.659 0.33 -0.37 -0.08
C 4.041 1.520 -0.164 -0.18 -0.31 -0.11
H 2.933 -1.120 -1.718 -0.41 -0.17 -0.70
C -1.420 -1.445 1.425 0.22 0.07 0.61
P -3.176 -1.950 1.437 -0.65 -0.01 -0.10
H -0.117 2.294 1.657 0.42 -0.21 0.46
Ag -0.727 2.722 -3.601 1.14 0.82 0.69
C 2.659 -1.264 0.379 -0.08 0.02 -0.10
P -1.444 2.469 2.029 -0.83 0.71 -1.38
H -1.883 -2.014 -1.735 -0.33 -0.19 -0.05
H 0.841 -3.056 0.372 0.18 -0.57 0.41
O 1.255 -1.062 0.419 -0.47 0.22 0.24
C 3.302 -0.661 -0.823 0.41 0.30 0.08
O 3.159 0.724 -0.950 -0.40 0.14 -0.12
H -3.029 1.004 -2.769 -0.44 0.09 0.39
Cl -2.590 0.372 3.798 -0.16 -0.04 0.51
H 4.348 -0.922 -0.769 0.66 -0.19 -0.04
O -0.630 0.958 -1.291 -0.22 2.26 1.20
O -1.155 -0.105 1.628 0.31 0.10 -0.72
H -1.200 1.490 -0.691 0.59 -0.13 0.28
H -1.315 -2.989 0.083 -0.12 -0.75 -0.21
C 0.548 -2.138 -0.108 0.42 0.45 0.20
H -3.126 -3.321 1.281 0.07 -0.39 0.08
H -3.012 0.772 1.531 -0.54 -0.06 -0.24
```
Forces are in eV/Å.

The value obtained for the highest occupied orbital energy (alpha / beta) is -14.3 / -14.3 eV. Its spin multiplicity is 2. As for the net charge: +2. For the orbital gap (alpha / beta), the calculation gives 6.54 / 4.91 eV. As for the expectation value of S²: 0.7546. For the energy, the calculation gives -86946.564 eV.

No. 6
Molecular formula: C9H22AlClIO2P
Method: DFT, ωB97M-V/def2-TZVPD

XYZ file:
```
37
Properties=species:S:1:pos:R:3:forces:R:3
H 0.868 -2.847 -2.908 0.15 -0.06 0.13
H 0.031 2.098 0.154 -0.25 -0.53 -0.09
H -1.011 2.730 1.886 -0.10 0.00 0.12
C -2.686 -0.325 1.518 -0.35 -0.04 0.00
C 1.726 -2.712 -2.241 -0.94 -0.30 0.68
H -1.266 2.816 3.629 0.04 0.00 0.02
H 1.557 1.268 0.482 0.08 -0.13 -0.01
H 4.188 -1.189 -2.047 -0.41 0.03 0.11
H 1.600 -3.348 -1.357 0.12 -0.12 -0.30
H 3.769 -1.198 -0.294 0.14 0.07 -0.27
C -1.499 2.242 2.733 0.07 0.00 0.02
C 0.674 1.276 -0.181 0.76 0.51 0.05
H -1.524 0.317 3.740 0.24 0.00 -0.24
H 2.638 -0.357 -3.881 -0.08 -0.11 0.33
P 1.785 -0.978 -1.692 2.66 -0.53 -2.33
H 3.780 0.339 -1.203 -0.04 -0.31 -0.02
C -2.993 -1.688 2.082 0.18 -0.16 0.14
H 1.781 1.011 -3.126 0.08 -0.10 -0.12
I -1.363 0.145 -1.814 -0.26 -0.47 0.32
C 3.557 -0.736 -1.268 -0.36 0.41 1.21
C -0.999 0.829 2.924 -0.14 -0.04 -0.10
H -2.393 -2.461 1.588 -0.18 0.03 0.10
H 0.845 -0.315 -3.843 0.26 0.03 0.00
H -2.583 2.283 2.604 0.19 0.03 -0.02
Cl 1.035 -2.059 1.763 -0.33 0.71 -1.22
C -1.329 3.793 -1.859 -0.39 0.04 -2.06
C 1.757 -0.070 -3.292 -0.90 0.34 0.30
O -1.262 0.031 1.680 0.17 -0.17 -0.19
H 1.035 1.520 -1.178 0.10 0.03 0.16
H 0.080 0.773 3.097 -0.19 -0.05 -0.06
H -3.272 0.453 2.004 0.13 -0.02 -0.05
H -2.795 -1.731 3.160 -0.04 -0.01 -0.24
Al 0.092 -0.608 0.502 -0.77 0.67 1.21
H -4.056 -1.912 1.929 0.25 0.04 -0.02
O -1.554 3.841 -2.975 0.40 -0.03 2.07
H -2.869 -0.260 0.447 -0.16 -0.06 0.19
H 2.657 -2.970 -2.763 -0.12 0.27 0.16
```
Forces are in eV/Å.

The value obtained for the highest occupied orbital energy (alpha / beta) is -17.0 / -17.1 eV. As for the net charge: +2. For the orbital gap (alpha / beta), the calculation gives 5.78 / 6.56 eV. For the energy, the calculation gives -50277.551 eV.

> Which value of energy does entry 2 give?

-20936.244 eV